# C4H4N2O2

A structure of composition C4H4N2O2 in a non-equilibrium geometry (ωB97M-V with the def2-TZVPD basis set, the OMol25 dataset).

Structure (XYZ):
```
12
Properties=species:S:1:pos:R:3:lowdin_charge:R:1
O -0.13943 -1.95512 -0.39210 0.074
O -1.31490 1.93016 1.72253 -0.069
N -2.32251 1.06563 1.75313 -0.037
N -0.05630 -0.34406 -1.97753 0.120
C -2.25381 0.01771 1.10909 0.083
C -0.23112 -0.79505 -0.67661 -0.615
C -0.50476 0.24078 0.26577 0.021
C -0.24112 1.38665 0.89246 -0.028
H 0.05514 -1.23737 -2.66214 0.177
H 0.50967 2.09695 0.98339 0.098
H -0.07783 0.57335 -2.43154 0.104
H -2.84057 -0.80510 0.96914 0.072
```

The calculation puts the total energy at -11283.788 eV. As for the largest force on an atom: 7.12 eV Å⁻¹. Its energy relative to the best compared isomer or geometry (same formula, charge and spin) is 109.6 kcal/mol. For the frontier orbital gap, the calculation gives 10.8 eV.

---

# C3LaO

A structure of composition C3LaO in a non-equilibrium geometry (ωB97M-V with the def2-TZVPD basis set, the OMol25 dataset).

Structure (XYZ):
```
5
Properties=species:S:1:pos:R:3:lowdin_charge:R:1
La 3.40164 0.42828 0.02993 1.813
O -1.77496 0.07413 -0.05492 0.012
C 0.67214 0.17044 0.00765 -0.187
C -0.50845 0.53221 -0.13701 -0.259
C -1.79037 -1.20507 0.15435 0.622
```

The spin multiplicity is 2. The calculation puts the total energy at -5989.932 eV. As for the largest force on an atom: 6.41 eV Å⁻¹. Its net charge is +2. For the frontier orbital gap (spin up / spin down), the calculation gives 5.3 / 8.5 eV. The expectation value of S² is 0.754.